Record 1
The following is a quantum chemistry calculation of 17 unconnected molecules or ions with the total composition C33H33BrCl64O, from OMol25.

Geometry as XYZ:
```
132
C33H33BrCl64O wB97M-V/def2-TZVPD
C -2.339 3.584 -4.764
C -2.456 3.243 -6.321
C -2.858 1.750 -6.610
C -1.655 0.759 -6.815
C -0.687 0.608 -5.578
C 0.819 0.376 -6.049
C 1.826 1.476 -5.546
C 2.694 1.012 -4.291
C 1.764 1.105 -3.000
C 2.510 1.785 -1.781
C 1.655 1.899 -0.470
C 0.093 1.998 -0.610
O -0.367 0.645 -0.771
C 0.627 -0.218 -0.214
C 1.684 0.688 0.558
C 1.059 0.983 1.991
C 1.379 -0.147 3.039
C 0.291 -1.316 3.038
Br 1.122 -2.923 2.242
H -2.912 4.487 -4.471
H -1.238 3.708 -4.572
H -2.626 2.667 -4.187
H -3.318 3.870 -6.685
H -1.569 3.597 -6.899
H -3.606 1.370 -5.862
H -3.420 1.764 -7.586
H -1.145 1.016 -7.775
H -2.113 -0.256 -6.981
H -0.744 1.434 -4.835
H -0.985 -0.329 -5.037
H 1.179 -0.663 -5.829
H 0.808 0.442 -7.172
H 1.340 2.451 -5.287
H 2.564 1.681 -6.363
H 3.012 -0.049 -4.461
H 3.628 1.620 -4.189
H 0.920 1.786 -3.272
H 1.385 0.083 -2.780
H 2.711 2.841 -2.115
H 3.529 1.348 -1.600
H 1.953 2.874 -0.003
H -0.469 2.377 0.286
H -0.107 2.746 -1.416
H 0.068 -0.987 0.367
H 1.261 -0.822 -0.912
H 2.700 0.265 0.732
H 1.483 1.946 2.392
H -0.057 1.093 1.925
H 2.383 -0.587 2.832
H 1.393 0.270 4.074
H -0.126 -1.480 4.058
H -0.583 -1.032 2.397
C -4.199 2.060 -0.075
Cl -5.060 3.412 0.689
Cl -3.049 1.360 1.080
Cl -5.359 0.821 -0.583
Cl -3.318 2.639 -1.500
C -7.721 0.423 -4.148
Cl -8.842 1.618 -3.471
Cl -7.447 -0.869 -2.967
Cl -8.409 -0.263 -5.632
Cl -6.173 1.210 -4.514
C -4.205 0.544 4.778
Cl -2.973 1.344 5.770
Cl -4.799 1.677 3.552
Cl -3.469 -0.872 3.955
Cl -5.565 0.065 5.810
C 5.059 0.687 4.794
Cl 4.039 1.755 5.775
Cl 4.681 0.929 3.075
Cl 6.779 1.054 5.073
Cl 4.738 -0.997 5.247
C 0.505 -5.105 -1.518
Cl 2.076 -5.758 -1.018
Cl 0.675 -3.382 -1.897
Cl -0.065 -5.972 -2.956
Cl -0.665 -5.307 -0.203
C 5.890 5.589 4.916
Cl 5.328 5.652 3.225
Cl 6.435 3.942 5.284
Cl 7.228 6.722 5.170
Cl 4.548 6.021 5.993
C -3.118 -0.625 9.709
Cl -1.488 -0.048 9.314
Cl -4.159 -0.473 8.283
Cl -3.039 -2.326 10.205
Cl -3.785 0.348 11.034
C -5.619 -4.274 6.243
Cl -4.390 -5.382 6.884
Cl -6.803 -5.187 5.286
Cl -6.456 -3.476 7.589
Cl -4.839 -3.049 5.223
C -8.141 2.359 8.490
Cl -6.598 1.683 9.043
Cl -7.937 4.084 8.133
Cl -8.666 1.510 7.024
Cl -9.363 2.158 9.759
C 8.561 8.178 0.942
Cl 7.505 7.125 1.902
Cl 8.101 8.079 -0.768
Cl 8.392 9.852 1.503
Cl 10.246 7.659 1.131
C 7.187 -3.229 2.874
Cl 8.447 -2.924 4.084
Cl 6.093 -4.492 3.464
Cl 6.269 -1.740 2.589
Cl 7.940 -3.762 1.358
C 6.659 -8.730 3.228
Cl 7.023 -9.163 4.909
Cl 7.024 -10.107 2.168
Cl 4.942 -8.312 3.085
Cl 7.644 -7.337 2.748
C -6.582 1.418 -9.442
Cl -5.022 1.063 -10.209
Cl -7.094 3.061 -9.869
Cl -7.800 0.254 -10.000
Cl -6.396 1.291 -7.687
C -0.474 1.766 -11.224
Cl 0.059 2.949 -10.016
Cl 0.351 0.222 -10.942
Cl -2.227 1.533 -11.087
Cl -0.080 2.360 -12.847
C -7.792 -2.926 2.022
Cl -7.227 -1.722 3.190
Cl -6.901 -4.446 2.247
Cl -9.527 -3.207 2.257
Cl -7.501 -2.331 0.378
C 11.092 -9.904 5.052
Cl 12.697 -9.288 4.617
Cl 10.006 -9.762 3.658
Cl 11.221 -11.607 5.528
Cl 10.443 -8.960 6.405
```

- E_LUMO (eV) = -0.130
- electronic energy (eV) = -908273.80965

Record 2
The following is a quantum chemistry calculation of a molecular structure, C33H33N2O2P2S2Tl, from OMol25.

Geometry as XYZ:
```
75
C33H33N2O2P2S2Tl wB97M-V/def2-TZVPD
Tl 13.282 13.125 8.404
O 12.294 10.906 10.321
N 12.945 9.060 8.787
C 13.173 7.829 9.254
C 13.503 6.729 8.470
C 13.597 6.935 7.105
C 13.505 8.232 6.603
C 13.031 9.290 7.413
S 12.519 10.758 6.656
H 13.010 7.668 10.349
H 13.496 5.759 8.927
H 13.864 6.130 6.436
H 13.757 8.533 5.564
N 8.825 12.930 8.688
P 9.591 11.379 8.904
C 8.193 10.239 8.750
C 7.716 10.170 7.440
C 6.704 9.311 7.113
C 6.249 8.398 8.092
C 6.778 8.426 9.391
C 7.741 9.341 9.726
C 9.916 11.348 10.645
C 11.244 11.006 11.134
C 11.419 10.816 12.503
C 10.383 11.226 13.385
C 9.092 11.503 12.914
C 8.898 11.598 11.542
P 9.677 14.423 8.961
C 9.150 15.024 10.638
C 7.838 15.227 11.066
C 7.625 16.065 12.154
C 8.688 16.719 12.803
C 9.991 16.459 12.411
C 10.225 15.600 11.350
C 8.790 15.628 7.933
C 8.502 15.203 6.627
C 7.906 16.084 5.725
C 7.532 17.343 6.113
C 7.744 17.733 7.440
C 8.400 16.908 8.334
H 7.763 12.988 8.692
H 8.072 10.888 6.704
H 6.364 9.278 6.079
H 5.378 7.739 7.850
H 6.513 7.710 10.193
H 8.009 9.454 10.756
H 12.589 9.953 9.523
H 12.408 10.522 12.850
H 10.552 11.299 14.476
H 8.308 11.631 13.642
H 7.935 11.888 11.184
H 7.044 14.778 10.510
H 6.609 16.244 12.484
H 8.464 17.469 13.565
H 10.796 16.994 12.843
H 11.211 15.289 11.061
H 8.813 14.234 6.283
H 7.705 15.717 4.694
H 6.940 17.983 5.436
H 7.448 18.733 7.779
H 8.670 17.307 9.319
O 15.705 12.708 8.318
S 16.634 11.648 7.714
C 17.715 12.657 6.594
C 19.147 12.292 7.021
C 19.275 12.020 8.512
C 17.908 11.440 9.016
H 17.497 13.719 6.732
H 17.528 12.415 5.545
H 19.885 13.077 6.679
H 19.437 11.404 6.485
H 19.413 12.970 9.091
H 20.077 11.332 8.716
H 17.524 11.926 9.907
H 17.930 10.352 9.168
```

- E_LUMO (eV) = 0.159
- electronic energy (eV) = -86772.42378
- ΔE to the lowest compared entry with this formula, charge and spin (kcal per mole) = 0.0

Record 3
The following is a quantum chemistry calculation of 2 unconnected molecules or ions with the total composition C33H33N2O3, from OMol25.

Geometry as XYZ:
```
71
C33H33N2O3 wB97M-V/def2-TZVPD
C 4.944 -2.932 -2.955
O 4.625 -1.544 -2.734
C 3.364 -1.208 -2.362
C 3.015 0.163 -2.475
C 1.725 0.559 -2.226
C 0.718 -0.375 -1.835
C -0.606 0.078 -1.577
C -1.798 -0.585 -1.984
C -3.041 0.068 -1.739
C -4.251 -0.562 -1.949
C -4.301 -1.818 -2.567
C -5.618 -2.464 -2.865
C -3.094 -2.425 -2.949
C -1.869 -1.839 -2.666
C 1.100 -1.731 -1.680
C 2.400 -2.145 -1.917
H 5.932 -2.901 -3.411
H 4.975 -3.486 -2.010
H 4.225 -3.402 -3.636
H 3.786 0.867 -2.790
H 1.454 1.609 -2.348
H -0.729 1.154 -1.478
H -3.025 1.079 -1.332
H -5.178 -0.085 -1.626
H -5.510 -3.553 -2.918
H -6.354 -2.200 -2.097
H -6.030 -2.123 -3.825
H -3.146 -3.381 -3.479
H -0.950 -2.332 -2.973
H 0.355 -2.457 -1.355
H 2.678 -3.195 -1.790
O -6.005 1.809 0.445
N -5.231 2.434 1.210
O -5.376 3.640 1.499
C -4.123 1.725 1.733
C -3.034 2.440 2.272
C -1.775 1.876 2.215
C -1.567 0.589 1.616
C -0.286 0.042 1.292
C 0.944 0.613 1.704
N 1.862 -0.173 2.335
C 1.487 -1.447 2.941
C 2.756 -1.941 3.654
C 3.919 -1.209 2.983
C 3.309 0.001 2.258
C 1.264 2.027 1.399
C 0.572 2.672 0.358
C 0.989 3.901 -0.139
C 2.025 4.590 0.504
C 2.615 4.041 1.651
C 2.205 2.794 2.122
C -2.738 -0.193 1.355
C -3.998 0.359 1.401
H -3.203 3.448 2.648
H -0.924 2.437 2.602
H -0.285 -1.005 0.987
H 0.641 -1.317 3.629
H 1.181 -2.174 2.171
H 2.701 -1.675 4.716
H 2.846 -3.026 3.575
H 4.661 -0.881 3.715
H 4.419 -1.855 2.256
H 3.668 0.071 1.216
H 3.634 0.921 2.757
H -0.319 2.192 -0.037
H 0.495 4.316 -1.020
H 2.359 5.555 0.125
H 3.405 4.580 2.176
H 2.603 2.426 3.070
H -2.614 -1.236 1.054
H -4.881 -0.200 1.100
```

- E_LUMO (eV) = -5.049
- electronic energy (eV) = -43868.18063
- ΔE to the lowest compared entry with this formula, charge and spin (kcal per mole) = 73.3
- charge = +1

no.,maximum force (eV Å⁻¹)
1,2.1
2,2.4
3,2.8